[1]
The following is a DFT calculation (ωB97M-V/def2-TZVPD) of a molecular structure, C33H42N6PReS at a distorted geometry.

The maximum force comes out at 4.03 eV/A. Its energy above the lowest of the compared OMol25 structures with the same formula, charge and spin is 3.891 eV. As for the expectation value of S²: 3.833. As for the HOMO-LUMO gap (alpha / beta): 5.091 / 5.666 eV. The energy comes out at -2427.853857 a.u.

ORCA input file:
```
! RIJCOSX wB97M-V def2-TZVPD def2/J DEFGRID3
* xyz 3 4
H -2.02 1.44 3.78
H 2.64 -1.35 4.73
C -1.29 3.22 -3.18
H -1.24 -4.19 0.04
H -0.14 -4.92 -1.08
C 1.21 -3.02 -2.50
H 2.01 -3.62 -2.01
C -2.25 2.56 -0.33
H -1.96 4.62 -4.69
H -1.09 2.88 3.20
C -0.24 -0.14 4.27
Re 0.56 -0.44 0.00
N -0.64 0.95 0.71
N 4.64 0.37 -2.74
H -1.61 0.56 -5.91
C 3.50 0.18 -2.15
C -1.70 -2.18 -2.02
H -0.82 -5.31 3.26
C -1.40 1.30 -5.17
P -0.05 -2.52 -1.23
C -1.85 -2.80 2.92
C -2.68 3.85 -0.01
H -2.14 -2.68 3.99
H 2.08 3.16 -0.36
H -2.47 -3.54 2.46
C -3.25 1.60 -0.79
H 1.83 3.89 1.26
N 0.31 -1.08 2.04
H -1.76 -2.59 -3.06
H 0.48 -4.22 0.41
H 0.36 -0.97 4.57
H -3.74 3.98 -0.01
H -1.26 -0.10 4.74
C -0.51 4.66 0.47
C 0.68 -2.32 2.57
H -2.28 5.96 0.21
C 1.45 3.16 0.53
H -2.85 0.78 -1.38
C -0.25 1.54 -1.61
H 0.21 0.82 4.57
H -4.05 2.18 -1.31
C -0.90 0.99 2.06
H -3.70 1.12 0.11
C 1.94 -2.54 3.18
C -1.61 3.60 -4.45
S 2.16 1.23 -2.66
C 2.17 -3.85 3.62
H 1.43 -2.07 -3.01
C -1.58 2.90 -6.89
C -0.80 2.18 -0.23
H 0.61 -3.68 -3.17
H 5.41 -0.30 -2.60
C -0.20 -4.11 -0.38
H 2.70 -0.49 3.11
H 1.41 -5.75 4.20
C -0.88 1.87 -2.85
H 3.92 -1.83 3.61
H 0.05 5.41 0.98
C -0.23 -0.06 2.80
H -2.64 2.16 2.37
C -1.56 2.65 -5.49
H 2.97 -1.13 0.78
N -1.65 3.07 -8.05
C -0.38 -3.22 2.83
H 4.09 -1.55 -1.06
H 1.57 2.15 0.90
H -1.92 -1.08 -2.01
C -0.97 0.91 -3.91
N 2.71 -0.38 0.10
H 3.16 0.47 0.48
C 0.95 0.78 -1.50
C -0.08 -4.55 3.18
C -1.66 1.93 2.87
H -2.48 -2.55 -1.34
H 3.16 -4.17 3.91
N 3.36 -0.81 -1.21
C -1.84 4.96 0.17
H 4.70 1.08 -3.51
H -1.24 3.90 -2.31
H -0.63 -0.12 -3.77
C 0.02 3.40 0.31
H -2.07 -1.92 2.31
C 2.88 -1.47 3.62
C 1.20 -4.83 3.68
*
```

---

[2]
The following is a DFT calculation (ωB97M-V/def2-TZVPD) of a molecular structure, C33H43AsN4PdS4Sb.

The maximum force comes out at 0.99 eV/A. Its energy above the lowest of the compared OMol25 structures with the same formula, charge and spin is 2.145 eV. As for the expectation value of S²: 0.771. As for the HOMO-LUMO gap (alpha / beta): 3.140 / 5.546 eV. The energy comes out at -5699.033212 a.u.

ORCA input file:
```
! RIJCOSX wB97M-V def2-TZVPD def2/J DEFGRID3
* xyz -2 2
N -0.75 -0.29 4.98
C 1.55 -4.42 -0.34
H -0.68 5.19 -2.34
H 0.72 -4.73 -0.98
C -4.88 0.73 -4.11
C -0.53 -1.91 -3.16
H 1.85 0.26 7.75
C 1.19 0.92 5.79
H -0.79 1.75 5.47
H 0.97 -1.43 -1.27
H 0.22 -3.55 -4.32
C -1.10 3.13 -1.91
C -3.07 3.32 -3.89
H 1.64 1.91 5.85
H 2.17 -3.75 -0.94
H -1.12 -2.55 -2.52
H 3.83 1.43 0.87
C 0.22 -2.47 -4.18
C 0.96 -1.65 -5.03
C -2.26 4.39 -3.61
H 6.64 1.46 -1.63
Pd -0.78 0.75 0.86
C -1.44 -0.70 3.92
H -1.80 -0.23 6.80
C 0.21 -0.99 7.09
C -5.62 -0.42 -4.01
As -1.75 0.23 -1.49
C 0.98 -3.64 0.84
H 0.04 1.36 3.98
H 0.15 1.36 -3.70
H 6.21 1.00 0.01
H -0.38 3.07 -1.10
H 1.79 -3.33 1.51
C 4.53 1.74 -1.14
H 1.76 -6.32 0.69
C -1.27 4.32 -2.60
S -1.25 3.06 2.10
C 1.18 -0.14 0.26
H 3.89 3.12 0.39
H 2.76 -6.18 -0.76
H 1.31 0.66 -1.60
H 0.86 -1.72 6.60
C 3.64 2.11 0.04
C -0.11 1.03 5.00
H 3.21 -5.33 0.71
S 1.44 0.09 1.95
H -2.41 5.33 -4.14
H -0.03 -1.38 8.09
H 1.57 2.44 0.55
C -2.91 2.09 -3.19
H -3.85 3.42 -4.63
C -3.41 -0.10 -2.36
C 2.16 2.07 -0.30
H 4.23 0.76 -1.51
H -6.48 -0.54 -4.65
C 0.94 -0.28 -4.85
H 1.88 0.27 5.24
C 2.36 -5.63 0.09
H 0.28 1.05 7.73
C -0.54 -0.53 -2.96
N 1.08 -1.43 -0.26
C 6.01 1.72 -0.78
Sb -3.40 1.90 1.31
H -0.23 -1.90 1.29
H 1.54 -2.09 -5.84
N -2.03 -1.11 3.01
H 1.96 2.73 -1.15
H -0.61 -2.67 -0.24
N 1.71 0.74 -0.67
C -3.74 0.94 -3.28
C 0.92 0.35 7.18
H -5.17 1.50 -4.82
H 4.36 2.44 -1.96
H 6.34 2.70 -0.42
S -4.63 3.53 0.36
H 0.31 -4.28 1.42
S -2.75 2.83 3.59
H -3.90 -2.03 -1.56
C -1.07 -0.87 6.27
C -1.86 2.02 -2.23
C 0.22 -2.39 0.42
C -4.18 -1.26 -2.27
H -5.89 -2.33 -3.00
C 0.19 0.28 -3.82
C -5.28 -1.44 -3.09
H 1.50 0.37 -5.52
H -1.53 -1.84 6.11
*
```

---

- Which value of maximum force does entry 1 give?
  4.03 eV/A